P | 15
Properties=species:S:1:pos:R:3 method="wB97M-V/def2-TZVPD" total_charge=0 homo_energy_ha=-0.3122
C 2.01 -0.80 0.17
C 1.20 0.46 0.47
C -0.12 0.37 -0.34
C -1.24 0.22 0.44
N -3.60 0.47 0.75
C -2.68 0.11 0.01
N 0.07 0.26 -1.63
H 1.43 -1.72 0.42
H 2.98 -0.88 0.68
H 2.13 -0.72 -0.96
H 1.07 0.68 1.54
H 1.77 1.28 0.08
H -1.34 0.34 1.51
H -2.82 -0.35 -0.99
H -0.83 0.28 -2.13


Q | 15
Properties=species:S:1:pos:R:3 method="wB97M-V/def2-TZVPD" total_charge=0 homo_energy_ha="-0.3835 / -0.3766"
C 2.43 -0.38 0.10
C -1.34 -0.40 0.51
C -0.41 -1.64 0.15
C -0.50 0.35 -0.59
C 0.26 1.59 -0.19
N 3.47 -0.18 0.48
N 0.17 -0.90 -0.85
H -2.28 -0.68 0.22
H -1.45 0.02 1.51
H 0.32 -1.86 0.87
H -1.03 -2.52 -0.23
H -1.03 0.66 -1.41
H 1.16 1.45 0.39
H -0.53 2.42 0.00
H 0.76 2.07 -0.98


R | 15
Properties=species:S:1:pos:R:3 method="wB97M-V/def2-TZVPD" smiles=Cc1c[nH]c(N)c1 total_charge=0 homo_energy_ha=-0.2664
C 1.65 -0.36 -1.66
C 0.43 -0.12 -0.83
C -0.86 0.21 -1.16
N -1.58 0.32 0.06
C -0.72 0.08 1.10
N -1.02 0.10 2.47
C 0.50 -0.22 0.58
H 2.38 0.44 -1.50
H 2.13 -1.29 -1.34
H 1.46 -0.43 -2.74
H -1.30 0.11 -2.14
H -2.52 0.67 0.23
H -0.16 0.32 2.97
H -1.76 0.71 2.79
H 1.36 -0.54 1.16


Which is most stable, and by how much? R, by 472.6 kJ/mol.


P | 15
Properties=species:S:1:pos:R:3 method="wB97M-V/def2-TZVPD" smiles="N#C/C=C/CCN" total_charge=0 homo_energy_ha=-0.3415
N -0.02 1.14 0.90
C 0.36 -1.41 0.52
C -0.31 -2.10 1.59
N -0.85 -2.57 2.50
C -0.25 -1.06 -0.62
C 0.30 0.10 -1.38
C -0.01 1.39 -0.53
H 0.48 1.79 1.49
H -0.94 0.96 1.28
H 1.34 -1.01 0.76
H -1.27 -1.39 -0.82
H 1.38 -0.01 -1.52
H -0.15 0.19 -2.38
H -0.97 1.79 -0.88
H 0.75 2.15 -0.74


Q | 15
Properties=species:S:1:pos:R:3 method="wB97M-V/def2-TZVPD" smiles=Cc1cc(N)c[nH]1 total_charge=0 homo_energy_ha=-0.2708
C -1.01 2.17 0.17
C -0.42 0.80 0.12
C 0.31 0.16 -0.86
C 0.60 -1.15 -0.40
N 1.30 -2.14 -1.13
C 0.05 -1.28 0.85
N -0.58 -0.09 1.15
H -1.10 2.52 1.20
H -0.38 2.88 -0.37
H -2.01 2.21 -0.28
H 0.59 0.59 -1.82
H 1.63 -2.89 -0.53
H 2.10 -1.75 -1.62
H 0.05 -2.11 1.54
H -1.12 0.09 1.98


Which is most stable, and by how much? Q, by 129.8 kJ/mol.


P | 9
Properties=species:S:1:pos:R:3 method="wB97M-V/def2-TZVPD" total_charge=-1 homo_energy_ha=-0.1495
N 0.42 0.38 0.36
O 1.48 -1.01 -1.48
O 1.87 1.44 -1.62
Si -1.06 -0.33 0.48
S 1.90 0.20 -0.78
H 0.52 1.17 1.08
H -1.22 -1.88 0.69
H -1.64 0.21 1.73
H -2.27 -0.19 -0.47


Q | 9
Properties=species:S:1:pos:R:3 method="wB97M-V/def2-TZVPD" total_charge=-1 homo_energy_ha=-0.0911
N 0.33 -0.60 -1.29
O -1.71 -0.87 0.68
O -1.99 1.45 1.45
Si 0.92 0.55 -0.13
S -1.13 0.25 1.52
H -0.56 -1.12 -0.84
H 0.91 -1.37 -1.65
H 1.87 -0.06 0.88
H 1.37 1.77 -0.62


R | 9
Properties=species:S:1:pos:R:3 method="wB97M-V/def2-TZVPD" total_charge=-1 homo_energy_ha=-0.1486
N -1.02 -0.02 -0.48
O -1.27 -2.15 -1.82
O -3.05 -0.28 -1.68
Si 0.63 -0.10 -0.19
S -1.40 -0.71 -1.90
H -3.18 -0.17 -0.74
H 1.41 -1.25 -0.14
H 1.25 0.34 -1.48
H 0.91 0.45 1.08


S | 9
Properties=species:S:1:pos:R:3 method="wB97M-V/def2-TZVPD" total_charge=-1 homo_energy_ha=-0.1781
N 2.93 0.85 -0.56
O -0.40 0.71 -0.03
O 1.62 -1.12 0.49
Si -1.77 -0.12 0.17
S 1.78 0.32 0.38
H 3.16 0.20 -1.37
H -1.68 -1.23 1.18
H -2.82 0.81 0.68
H -2.82 -0.41 -0.93


Which is most stable, and by how much? P, by 46.7 kJ/mol.


P | 14
Properties=species:S:1:pos:R:3 method="wB97M-V/def2-TZVPD" total_charge=0 homo_energy_ha=-0.3680
C 0.45 -0.99 -1.07
C 0.08 -0.11 0.24
C -1.29 -0.14 0.89
C 0.32 1.27 0.39
H -0.42 0.04 -2.65
H 0.60 -2.16 -1.00
H 1.48 -0.50 -1.49
H 1.74 0.02 1.79
H -1.79 -1.11 0.93
H 1.13 2.04 -0.02
N -1.82 1.01 1.33
N -0.57 1.87 1.06
O -0.80 -0.18 -1.58
O 0.88 -1.05 1.18


Q | 14
Properties=species:S:1:pos:R:3 method="wB97M-V/def2-TZVPD" total_charge=0 homo_energy_ha=-0.3469
C -0.40 -0.79 -1.27
C -0.75 1.15 0.30
C 0.63 1.20 1.01
C 1.32 0.44 -0.14
H -1.01 -2.64 1.01
H -0.66 -0.84 -2.35
H -1.26 2.04 -0.03
H -1.48 0.45 0.80
H 1.75 -0.60 0.06
H 2.02 1.11 -0.79
N -0.64 -1.88 -0.60
N -0.04 0.47 -0.82
O -0.52 -1.77 0.75
O 1.03 1.66 2.07


R | 14
Properties=species:S:1:pos:R:3 method="wB97M-V/def2-TZVPD" total_charge=0 homo_energy_ha=-0.3047
C 0.16 2.19 1.18
C 0.11 0.25 -0.31
C -1.02 -0.51 -0.08
C 0.41 -2.04 -0.85
H 0.77 3.14 1.27
H 0.09 1.69 2.19
H -0.80 2.64 0.92
H -1.93 -0.45 0.62
H -1.90 -2.14 -1.28
H 2.09 -0.59 -1.09
N -0.60 -1.91 -0.07
N 0.95 -0.73 -1.01
O 0.73 1.48 -0.02
O 0.96 -3.02 -1.46


Which is most stable, and by how much? Q, by 268.1 kJ/mol.


P | 14
Properties=species:S:1:pos:R:3 method="wB97M-V/def2-TZVPD" smiles="N=C=NC=O.C=CO" total_charge=0 homo_energy_ha=-0.3420
N 1.31 0.34 -0.52
C 0.70 -0.35 0.33
C -1.37 0.74 -0.03
C 2.67 0.25 -0.69
C -1.89 -0.21 -0.80
O -1.61 0.93 1.29
N 0.40 -1.27 1.04
O 3.38 -0.49 -0.07
H -2.17 0.21 1.62
H -0.73 1.52 -0.49
H 0.39 -1.33 2.04
H 3.02 0.95 -1.46
H -1.63 -0.27 -1.85
H -2.49 -1.01 -0.40


Q | 14
Properties=species:S:1:pos:R:3 method="wB97M-V/def2-TZVPD" total_charge=0 homo_energy_ha=-0.3068
C -2.01 -0.94 -0.02
C -2.17 0.49 0.01
C 2.70 0.73 -0.26
C 0.22 -1.91 -0.26
N -0.86 -1.49 -0.02
N 2.05 0.03 0.56
O -0.98 1.17 0.02
O -3.23 1.07 0.06
H -2.90 -1.55 0.00
H 2.46 1.74 -0.59
H 3.59 0.29 -0.69
H 1.10 -2.22 0.24
H -1.18 2.11 0.04
H 1.21 0.48 0.93


Which is most stable, and by how much? P, by 37.2 kJ/mol.


P | 14
Properties=species:S:1:pos:R:3 method="wB97M-V/def2-TZVPD" smiles="N#CCNCC(=O)O" total_charge=0 homo_energy_ha=-0.3856
C 0.03 1.74 -1.37
C -1.08 -1.61 0.61
C 1.09 1.23 -0.19
C 0.14 -1.07 -0.08
N -0.70 2.00 -2.20
N 0.39 0.26 0.55
O -1.42 -2.75 0.50
O -1.91 -0.78 1.30
H 1.28 2.11 0.37
H 1.99 0.95 -0.85
H -0.16 -0.79 -1.12
H 1.06 -1.60 -0.02
H 0.86 0.12 1.38
H -1.55 0.18 1.13


Q | 14
Properties=species:S:1:pos:R:3 method="wB97M-V/def2-TZVPD" smiles="OC[C@@H]1C=NN=CO1" total_charge=0 homo_energy_ha=-0.3689
C -0.42 -0.23 -1.24
C -0.54 -0.40 0.29
C 1.49 0.48 0.29
C -0.89 0.79 1.17
H 0.47 -2.08 -0.95
H -1.55 0.03 -1.62
H 0.40 0.45 -1.35
H -1.15 -1.23 0.69
H 2.47 0.27 0.04
H -1.69 0.88 1.83
N 1.05 1.58 0.42
N -0.12 1.83 1.46
O -0.36 -1.66 -1.71
O 0.84 -0.71 0.68


Which is most stable, and by how much? P, by 419.5 kJ/mol.


P | 14
Properties=species:S:1:pos:R:3 method="wB97M-V/def2-TZVPD" total_charge=0 homo_energy_ha=-0.2945
C -0.29 1.34 1.48
C 0.09 0.44 0.31
C 0.98 -1.56 -0.44
C -0.50 0.15 -0.86
H -0.71 0.58 2.23
H -1.07 2.13 1.23
H 0.57 1.91 2.04
H 1.41 -0.59 1.56
H 0.36 -0.97 -2.54
H -1.84 0.25 -2.21
N 0.86 -0.73 0.67
N -0.02 -1.16 -1.29
O 1.69 -2.53 -0.74
O -1.54 0.73 -1.45


Q | 14
Properties=species:S:1:pos:R:3 method="wB97M-V/def2-TZVPD" total_charge=0 homo_energy_ha=-0.3754
O 0.15 1.75 -0.24
C 0.27 0.56 -0.43
C 1.69 -0.03 -0.51
N 2.53 0.30 0.44
C -0.89 -0.36 -0.50
C -1.84 -0.33 0.66
N -2.21 0.22 -0.62
H -0.72 -1.31 -1.01
H -2.33 -1.26 0.95
H -1.61 0.36 1.48
H -2.14 1.24 -0.60
O 1.80 -1.31 -0.62
H 2.54 1.30 0.64
H 2.76 -1.13 0.36


R | 14
Properties=species:S:1:pos:R:3 method="wB97M-V/def2-TZVPD" total_charge=0 homo_energy_ha=-0.3160
C 0.32 -0.21 -0.20
C 0.90 1.58 1.46
C -0.80 -0.04 -0.96
C -1.18 1.23 -1.38
H -0.38 -2.95 0.20
H 1.26 -3.12 0.96
H 1.43 2.42 1.52
H -1.26 -0.86 -1.78
H -0.91 2.20 -1.07
H -2.07 1.12 -2.05
N 0.63 -2.48 0.36
N 0.89 -1.04 0.61
O 0.88 1.21 0.08
O 0.28 0.94 2.24


Which is most stable, and by how much? P, by 191.3 kJ/mol.


P | 14
Properties=species:S:1:pos:R:3 method="wB97M-V/def2-TZVPD" smiles="[H]/N=C/N1C[C@H]1C(=O)O" total_charge=0 homo_energy_ha=-0.3444
C 1.83 -0.53 -0.04
C 0.48 -0.05 -0.59
C -0.12 1.40 -0.32
C -1.69 -0.35 0.33
H 2.83 -0.08 1.84
H 0.26 -0.70 -1.54
H 0.37 2.36 0.28
H -0.62 1.79 -1.35
H -2.55 0.42 0.18
H -2.94 -1.70 0.26
N -0.62 0.27 0.16
N -1.97 -1.63 0.25
O 2.06 -0.04 1.24
O 2.68 -1.18 -0.68


Q | 14
Properties=species:S:1:pos:R:3 method="wB97M-V/def2-TZVPD" total_charge=0 homo_energy_ha=-0.3384
C 1.42 -0.38 0.00
C 0.32 -1.28 0.28
C -1.48 0.37 0.41
C -0.61 1.38 0.74
H 0.83 0.74 -2.68
H 2.19 -0.04 0.87
H -1.55 -1.81 0.66
H -2.48 0.43 -0.02
H 0.47 1.29 1.18
H -0.99 2.44 0.87
N 1.47 0.32 -1.07
N -0.92 -0.99 0.42
O 0.55 -0.08 -2.06
O 0.78 -2.39 0.40


R | 14
Properties=species:S:1:pos:R:3 method="wB97M-V/def2-TZVPD" smiles="C=C(/N=C/N)C(=O)O" total_charge=0 homo_energy_ha=-0.3300
C -1.84 0.31 0.26
C 0.41 0.52 -0.22
C 0.34 1.84 -0.35
C 1.59 -0.35 0.01
H -2.91 -1.47 -0.30
H -3.83 0.03 0.41
H -1.97 1.25 0.95
H 1.13 2.44 0.12
H -0.43 2.52 -0.56
H 0.22 -1.67 -0.40
N -2.97 -0.53 0.13
N -0.79 -0.22 -0.19
O 1.22 -1.55 -0.22
O 2.67 0.08 0.47


S | 14
Properties=species:S:1:pos:R:3 method="wB97M-V/def2-TZVPD" smiles="O=C1NOC[C@]12CN2" total_charge=0 homo_energy_ha=-0.3261
C -0.35 1.13 -0.41
C -0.91 -1.06 -0.40
C 0.31 -0.21 -0.15
C 1.48 0.07 0.87
H -2.23 1.59 0.81
H -0.91 -2.14 -0.03
H -1.34 -1.30 -1.52
H 1.46 -0.64 1.79
H 1.95 1.03 0.88
H 2.16 -1.03 -1.19
N -1.80 0.95 -0.16
N 1.80 -0.27 -0.58
O 0.34 2.18 -0.29
O -1.96 -0.28 0.37


Which is most stable, and by how much? R, by 186.0 kJ/mol.


P | 14
Properties=species:S:1:pos:R:3 method="wB97M-V/def2-TZVPD" smiles=Nc1[nH]cc(O)c1O total_charge=0 homo_energy_ha=-0.2661
C -1.16 -0.01 -0.03
C 0.27 -1.69 0.04
C 1.00 -0.49 -0.14
C 0.12 0.59 -0.10
H -3.00 0.59 0.93
H -1.97 1.76 -0.34
H -1.86 -2.09 0.25
H 0.78 -2.73 -0.32
H 2.43 0.71 -0.44
H 0.54 2.43 0.83
N -2.30 0.70 -0.06
N -1.04 -1.35 0.00
O 2.39 -0.22 0.18
O 0.75 1.90 -0.06


Q | 14
Properties=species:S:1:pos:R:3 method="wB97M-V/def2-TZVPD" total_charge=0 homo_energy_ha=-0.3294
C -0.80 -0.50 -0.87
C -0.02 0.75 -0.35
C -0.28 1.87 -0.91
C 0.87 0.85 0.95
H -1.22 -1.67 0.95
H -0.90 -2.71 -0.58
H -0.89 1.97 -1.66
H 0.34 2.80 -0.76
H 0.41 -1.38 0.59
H 1.91 -1.26 1.99
N -0.50 -1.70 -0.14
N 1.19 -0.52 1.22
O -1.31 -0.39 -1.90
O 1.20 1.90 1.46


Which is most stable, and by how much? P, by 116.7 kJ/mol.


P | 17
Properties=species:S:1:pos:R:3 method="wB97M-V/def2-TZVPD" smiles="C[C@H]1C[C@H]1CC=O" total_charge=0 homo_energy_ha=-0.3223
C 0.37 -0.63 -1.92
C 0.83 -1.04 -0.55
C 1.31 -0.13 0.52
C -0.07 -0.64 0.76
C -1.29 0.44 0.60
C -1.21 1.63 1.57
O -0.21 1.84 2.19
H 1.24 -0.27 -2.45
H -0.36 0.18 -1.94
H -0.09 -1.42 -2.54
H 1.51 -1.92 -0.59
H 2.03 -0.55 1.21
H 1.51 0.88 0.19
H 0.03 -1.75 0.95
H -2.31 0.04 0.69
H -1.24 0.96 -0.39
H -2.05 2.37 1.72


Q | 17
Properties=species:S:1:pos:R:3 method="wB97M-V/def2-TZVPD" smiles=C#C[C@](C)(O)CC total_charge=0 homo_energy_ha=-0.3730
C -1.04 -1.38 -1.16
C 0.13 -0.41 -1.10
C 0.13 0.51 0.13
C 1.43 1.31 0.20
O -0.98 1.40 -0.06
C -0.09 -0.24 1.38
C -0.32 -0.77 2.44
H -1.09 -1.88 -2.13
H -1.98 -0.85 -1.00
H -0.95 -2.15 -0.38
H 0.11 0.26 -1.98
H 1.08 -0.95 -1.14
H 1.45 1.94 1.10
H 2.30 0.65 0.23
H 1.50 1.96 -0.68
H -1.14 1.84 0.78
H -0.55 -1.25 3.37


Which is most stable, and by how much? Q, by 129.9 kJ/mol.


P | 17
Properties=species:S:1:pos:R:3 method="wB97M-V/def2-TZVPD" smiles=C[C@H]1OC[C@H]2C[C@H]21 total_charge=0 homo_energy_ha=-0.3577
C 0.98 -1.88 0.59
C 0.03 -0.93 -0.09
O -0.97 -0.47 0.82
C -1.65 0.57 0.14
C -0.57 1.32 -0.63
C 0.67 1.57 0.17
C 0.58 0.35 -0.70
H 0.44 -2.75 0.97
H 1.52 -1.41 1.42
H 1.71 -2.24 -0.15
H -0.48 -1.47 -0.91
H -2.40 0.14 -0.55
H -2.18 1.17 0.89
H -0.84 1.95 -1.47
H 0.61 1.47 1.25
H 1.33 2.37 -0.18
H 1.21 0.27 -1.58


Q | 17
Properties=species:S:1:pos:R:3 method="wB97M-V/def2-TZVPD" total_charge=0 homo_energy_ha=-0.3254
C 1.89 -0.26 -0.04
C 0.75 0.30 0.54
C -0.06 -0.65 1.20
C -1.02 -0.98 0.24
C -1.34 0.25 -0.61
C -0.15 1.19 -0.30
O -0.53 2.37 0.38
H 2.46 0.30 -0.78
H 1.02 -1.20 -0.84
H 2.47 -1.00 0.51
H 0.33 -1.37 1.91
H -1.75 -1.77 0.36
H 0.06 -1.56 -0.68
H -1.43 0.01 -1.67
H -2.27 0.72 -0.30
H 0.36 1.53 -1.21
H -0.78 2.11 1.27


Which is most stable, and by how much? P, by 323.0 kJ/mol.


P | 17
Properties=species:S:1:pos:R:3 method="wB97M-V/def2-TZVPD" total_charge=0 homo_energy_ha=-0.3131
C -1.99 1.68 -0.91
C 0.36 0.99 0.44
C 0.74 0.32 1.51
C 1.01 -1.11 1.22
C 0.91 -1.19 -0.30
C 0.21 0.09 -0.73
O -1.18 -0.14 -1.04
H -2.91 1.08 -1.17
H -1.62 1.78 -1.97
H 0.08 2.03 0.40
H 0.84 0.75 2.50
H 0.28 -1.76 1.72
H 2.00 -1.40 1.58
H 1.91 -1.21 -0.73
H 0.36 -2.07 -0.65
H 0.63 0.49 -1.66
H -1.62 -0.34 -0.20


Q | 17
Properties=species:S:1:pos:R:3 method="wB97M-V/def2-TZVPD" smiles="C[C@H]1C[C@H]1CC=O" total_charge=0 homo_energy_ha=-0.3550
C 0.26 1.60 1.38
C 1.09 0.57 0.65
C 0.76 -0.89 0.81
C 0.52 -0.21 -0.50
C -0.87 -0.04 -1.04
C -1.26 -1.38 -1.66
O -0.73 -2.42 -1.32
H 0.81 2.02 2.23
H -0.66 1.15 1.77
H -0.03 2.45 0.74
H 2.12 0.89 0.46
H 1.44 -1.74 0.80
H -0.13 -1.13 1.40
H 1.24 -0.49 -1.26
H -0.95 0.77 -1.78
H -1.57 0.21 -0.23
H -2.04 -1.36 -2.45


Which is most stable, and by how much? Q, by 352.3 kJ/mol.


P | 17
Properties=species:S:1:pos:R:3 method="wB97M-V/def2-TZVPD" smiles="C=CO.C#C.C=C" total_charge=0 homo_energy_ha=-0.3333
O 1.40 -1.52 1.58
C 1.46 -1.05 0.30
C 1.00 -1.65 -0.79
C -1.89 -0.33 0.56
C -2.52 0.84 0.62
C 0.64 2.08 -0.83
C 1.75 2.41 -1.16
H 1.00 -2.40 1.56
H 1.93 -0.07 0.28
H 0.52 -2.62 -0.75
H 1.10 -1.17 -1.75
H -1.17 -0.63 1.32
H -2.06 -1.03 -0.25
H -3.23 1.14 -0.14
H -2.34 1.54 1.43
H -0.34 1.76 -0.53
H 2.73 2.70 -1.45


Q | 17
Properties=species:S:1:pos:R:3 method="wB97M-V/def2-TZVPD" total_charge=0 homo_energy_ha=-0.3144
C 2.06 0.34 0.10
C 0.95 -0.49 -0.53
C -0.45 0.00 -0.23
C -1.54 -0.87 -0.82
O -0.60 -0.08 1.39
C -0.68 1.47 -0.34
C -0.87 1.59 0.93
H 3.04 -0.08 -0.14
H 1.96 0.36 1.19
H 2.02 1.37 -0.26
H 1.01 -1.54 -0.19
H 1.06 -0.50 -1.62
H -2.53 -0.52 -0.50
H -1.51 -0.81 -1.91
H -1.40 -1.91 -0.52
H -1.46 -0.47 1.61
H -1.06 2.13 1.85


Which is most stable, and by how much? P, by 45.4 kJ/mol.